{"formula": "C54H135O34P7", "method": "ωB97M-V/def2-TZVPD", "homo_lumo_gap_ev": 9.4, "lumo_energy_ha": 0.023, "largest_force_ev_per_a": 3.36, "multiplicity": 1, "molar_mass_g_mol": 1545.5, "e_tot_ha": -7086.6507, "elements": ["C", "C", "O", "P", "O", "O", "C", "C", "O", "C", "C", "H", "H", "H", "H", "H", "H", "H", "H", "H", "H", "H", "H", "H", "H", "H", "C", "C", "O", "P", "O", "O", "C", "C", "O", "C", "C", "H", "H", "H", "H", "H", "H", "H", "H", "H", "H", "H", "H", "H", "H", "H", "C", "C", "O", "P", "O", "O", "C", "C", "O", "C", "C", "H", "H", "H", "H", "H", "H", "H", "H", "H", "H", "H", "H", "H", "H", "H", "C", "C", "O", "P", "O", "O", "C", "C", "O", "C", "C", "H", "H", "H", "H", "H", "H", "H", "H", "H", "H", "H", "H", "H", "H", "H", "C", "C", "O", "P", "O", "O", "C", "C", "O", "C", "C", "H", "H", "H", "H", "H", "H", "H", "H", "H", "H", "H", "H", "H", "H", "H", "C", "C", "O", "P", "O", "O", "C", "C", "O", "C", "C", "H", "H", "H", "H", "H", "H", "H", "H", "H", "H", "H", "H", "H", "H", "H", "C", "C", "O", "P", "O", "O", "C", "C", "O", "C", "C", "H", "H", "H", "H", "H", "H", "H", "H", "H", "H", "H", "H", "H", "H", "H", "C", "O", "C", "C", "O", "C", "H", "H", "H", "H", "H", "H", "H", "H", "H", "H", "C", "O", "C", "C", "O", "C", "H", "H", "H", "H", "H", "H", "H", "H", "H", "H", "C", "O", "C", "C", "O", "C", "H", "H", "H", "H", "H", "H", "H", "H", "H", "H"], "positions_angstrom": [[14.118874, -18.556670, -0.773842], [13.684415, -19.442690, -1.974757], [12.516819, -20.190503, -1.757017], [12.516772, -21.450067, -0.831729], [13.815113, -22.076748, -0.624874], [11.350214, -22.430612, -1.450555], [11.708201, -23.516405, -2.276662], [10.459436, -24.235828, -2.738865], [11.786095, -21.087042, 0.547397], [10.529702, -20.376875, 0.672592], [10.109955, -20.393364, 2.087456], [14.337195, -19.213122, 0.062881], [15.001591, -17.987327, -1.109355], [13.345755, -17.759221, -0.538906], [13.447943, -18.729377, -2.815808], [14.527663, -20.048617, -2.183850], [12.250165, -23.149857, -3.139523], [12.432395, -24.147583, -1.698036], [10.662036, -25.197621, -3.318280], [9.810804, -24.454392, -1.896589], [9.891854, -23.590983, -3.405268], [10.669777, -19.244736, 0.384232], [9.780389, -20.821916, 0.005008], [10.804284, -19.773229, 2.618723], [9.085730, -19.998733, 2.226785], [10.186514, -21.380470, 2.422602], [17.322725, -20.455123, -1.234656], [17.173774, -21.899096, -1.499429], [17.745880, -22.222747, -2.816733], [17.002252, -23.202172, -3.791266], [15.569505, -23.397836, -3.612099], [17.425757, -22.504788, -5.155251], [18.729309, -22.925604, -5.593239], [19.170734, -22.122092, -6.840411], [17.799255, -24.586086, -3.655702], [17.120123, -25.772233, -4.163787], [16.796350, -26.744084, -2.969342], [18.354526, -20.133483, -1.351803], [16.810117, -19.751466, -1.957879], [17.047037, -20.285073, -0.200830], [17.644938, -22.485764, -0.721375], [16.150491, -22.188074, -1.488392], [19.403238, -22.718399, -4.726741], [18.712806, -23.962666, -5.824457], [19.082896, -21.060236, -6.595527], [20.237189, -22.208626, -7.149014], [18.626195, -22.351502, -7.686280], [16.296817, -25.538618, -4.823805], [17.849122, -26.231958, -4.728834], [16.294285, -27.679280, -3.219367], [17.716418, -27.022452, -2.501057], [16.155392, -26.303995, -2.261932], [15.302057, -24.844069, -11.324884], [15.193606, -26.136828, -10.543529], [15.840937, -27.194368, -11.266102], [14.946897, -28.176719, -12.182257], [13.790571, -28.800325, -11.536216], [14.541986, -27.479708, -13.520043], [15.370039, -27.209197, -14.653705], [14.686516, -27.630472, -15.939636], [16.130005, -29.199570, -12.574583], [16.706583, -30.073646, -11.585895], [16.352044, -31.469079, -12.063007], [16.326454, -24.731682, -11.772149], [14.661653, -24.786617, -12.199087], [15.098779, -23.975796, -10.721715], [15.876656, -26.091686, -9.719081], [14.164758, -26.460055, -10.307332], [15.539503, -26.118523, -14.514236], [16.285841, -27.691618, -14.585059], [14.725194, -28.711603, -15.954092], [13.632638, -27.261552, -15.956393], [15.201789, -27.189874, -16.816855], [17.736047, -29.732147, -11.552165], [16.294571, -29.910315, -10.596027], [15.379809, -31.714854, -11.792788], [16.489916, -31.467378, -13.122166], [16.886771, -32.281508, -11.581814], [16.614629, -33.156230, 0.180300], [15.525421, -33.385887, -0.895839], [14.450697, -32.335958, -0.952273], [13.024487, -32.750171, -1.402506], [12.875946, -33.146792, -2.857205], [12.637763, -33.930610, -0.425729], [11.747713, -35.022106, -0.878882], [12.575408, -36.066663, -1.706531], [12.169991, -31.534919, -0.908450], [11.522785, -30.670431, -1.899509], [10.211692, -30.404192, -1.236038], [17.511246, -33.617139, -0.136417], [16.681261, -32.111709, 0.302501], [16.380384, -33.657289, 1.138247], [16.047571, -33.381087, -1.842372], [15.109724, -34.397776, -0.749827], [11.420849, -35.454877, 0.101428], [10.869557, -34.551284, -1.431283], [11.894081, -36.802917, -2.075281], [13.142159, -35.465713, -2.425859], [13.285442, -36.523577, -1.065854], [12.116668, -29.772495, -2.043314], [11.446152, -31.211370, -2.831893], [10.231008, -29.692418, -0.428273], [9.553064, -29.865130, -1.906033], [9.806539, -31.312888, -0.837874], [14.900808, -29.244199, 3.293939], [14.443448, -28.994701, 1.875075], [13.915009, -27.572895, 1.683544], [13.817633, -26.980315, 0.234204], [13.590202, -27.920566, -0.866324], [15.148440, -26.127551, -0.040048], [15.427752, -24.899092, 0.557809], [16.918249, -24.860389, 0.765642], [12.652994, -25.901604, 0.344742], [11.408771, -26.131871, 1.032055], [11.210909, -24.900638, 1.874373], [15.543255, -30.181765, 3.309506], [15.686508, -28.574880, 3.733075], [14.166969, -29.339660, 4.054176], [15.250550, -29.138786, 1.174760], [13.660240, -29.627255, 1.600142], [14.958308, -24.070710, -0.044435], [14.880973, -24.861499, 1.506849], [17.189307, -24.016253, 1.375177], [17.305888, -25.790128, 1.172534], [17.265284, -24.732537, -0.220455], [10.640678, -26.232248, 0.286597], [11.545220, -27.103405, 1.608338], [10.146879, -24.733723, 2.131143], [11.973369, -24.880641, 2.670823], [11.474000, -24.087998, 1.218813], [19.934945, -33.545708, -6.694287], [18.416944, -33.810203, -6.652606], [18.104375, -34.506035, -5.434630], [17.474100, -33.624543, -4.239928], [17.727604, -34.346950, -2.976398], [18.217164, -32.277599, -4.493924], [18.552794, -31.331727, -3.408979], [17.351392, -30.683614, -2.819867], [15.945622, -33.302189, -4.670068], [15.071402, -34.440336, -4.801949], [14.146400, -33.996050, -5.887622], [20.471456, -34.225306, -6.028465], [20.230140, -33.915511, -7.689831], [20.220306, -32.495912, -6.519915], [17.824013, -32.927378, -6.781611], [18.264920, -34.522306, -7.428751], [19.063252, -31.929958, -2.696802], [19.129069, -30.543134, -3.864234], [17.694452, -29.785736, -2.270025], [16.678892, -30.254352, -3.631799], [16.715988, -31.424138, -2.242030], [15.527601, -35.390903, -5.038349], [14.545706, -34.458591, -3.859210], [14.772679, -33.890538, -6.827210], [13.504585, -34.860183, -6.125868], [13.547983, -33.122929, -5.634930], [22.822032, -25.272053, -3.677135], [21.439030, -25.766458, -3.651406], [20.948980, -26.045425, -5.010411], [20.624054, -27.543909, -5.309439], [19.617073, -28.208737, -4.444694], [20.122664, -27.549639, -6.851757], [18.744203, -27.846460, -7.145191], [17.965980, -26.554000, -7.523728], [22.064135, -28.089499, -5.328310], [22.220800, -29.498283, -5.540848], [22.119025, -30.298120, -4.283607], [23.497162, -25.913799, -4.174286], [22.954555, -24.233464, -4.103448], [23.154129, -25.117896, -2.620390], [21.412930, -26.704058, -3.059522], [20.729339, -25.095571, -3.203151], [18.767152, -28.597231, -7.966087], [18.283422, -28.284563, -6.321776], [17.014788, -26.885836, -7.897228], [17.774799, -25.799645, -6.760268], [18.481866, -26.038149, -8.382243], [21.445709, -29.935301, -6.275129], [23.202357, -29.700373, -5.967131], [22.271988, -31.405332, -4.521050], [22.808361, -29.979666, -3.459149], [21.116972, -30.081351, -3.920789], [13.366846, -26.176813, -4.517068], [12.987140, -25.383696, -5.606993], [14.233568, -24.892609, -6.242234], [13.953002, -23.750804, -7.171957], [13.361314, -24.147465, -8.358068], [12.999541, -23.056108, -9.247872], [14.262049, -25.791442, -3.919453], [13.694473, -27.101113, -4.926408], [12.482677, -26.316308, -3.883298], [14.683929, -25.734738, -6.711723], [14.798634, -24.327620, -5.498647], [14.883445, -23.280826, -7.342373], [13.376691, -22.909148, -6.695529], [12.181883, -23.443277, -9.900292], [13.833709, -22.727761, -9.897582], [12.742945, -22.170110, -8.633250], [11.053365, -28.430287, -9.948291], [11.950872, -27.712955, -9.144266], [11.484079, -27.147865, -7.900524], [10.738837, -25.827790, -8.028513], [9.451236, -25.993693, -8.604721], [8.743816, -24.799875, -8.343167], [11.487157, -28.487464, -10.979254], [10.095824, -27.887938, -9.924405], [10.802216, -29.495106, -9.640860], [12.419258, -27.012893, -7.355826], [10.929717, -27.877511, -7.281685], [11.313749, -25.112253, -8.507618], [10.584336, -25.378313, -7.043304], [7.862127, -24.799104, -9.012950], [9.238531, -23.892559, -8.686281], [8.565019, -24.743798, -7.322999], [13.479029, -29.712019, -4.909233], [14.213643, -29.055420, -5.944318], [14.045293, -29.729017, -7.238665], [15.026227, -29.153050, -8.166817], [16.381472, -29.295862, -7.767635], [16.756586, -30.637957, -7.578444], [12.389361, -29.558686, -5.063870], [13.782194, -29.280444, -3.991255], [13.773592, -30.780589, -4.899841], [13.067799, -29.626712, -7.682293], [14.289347, -30.757956, -7.042598], [14.828056, -28.079603, -8.230373], [14.854675, -29.584612, -9.158460], [17.839252, -30.603597, -7.293546], [16.609955, -31.149298, -8.520520], [16.196318, -31.115648, -6.755236]], "forces_ev_per_angstrom": [[-1.2, 0.7, -0.9], [0.2, 3.2, 0.0], [-0.9, -0.1, 0.0], [-2.4, -2.1, 0.6], [0.5, 0.1, 0.1], [0.7, 2.1, 1.0], [1.3, -1.3, -0.2], [0.1, -0.9, -0.6], [0.2, 0.6, -0.4], [0.2, 2.2, -1.9], [-0.5, 1.0, 0.0], [0.1, 0.3, 0.3], [-0.1, -0.4, 0.3], [0.7, -1.2, 0.0], [0.3, -1.1, 0.6], [0.5, -0.9, -0.6], [0.2, 0.1, -0.3], [-0.8, 0.2, -0.6], [0.0, 1.3, 0.9], [0.0, -0.2, 0.2], [0.0, 0.1, -0.1], [-0.1, -2.2, 0.0], [0.3, 0.0, 0.0], [0.3, 0.3, 0.7], [0.5, -0.2, -0.2], [-0.1, -1.5, 0.9], [0.4, 1.7, -0.9], [0.2, -0.6, -0.8], [-0.1, 0.2, 1.3], [0.2, -0.4, 0.3], [-0.6, 0.4, 0.0], [-0.2, -0.8, -0.6], [1.6, 1.6, -0.3], [1.5, 0.9, 2.2], [-0.6, 0.8, -0.1], [-0.7, -0.9, 2.2], [0.1, 0.5, -1.6], [0.4, -0.2, 0.2], [0.0, -1.1, 0.9], [-0.3, 0.4, 0.1], [0.5, -0.2, -0.1], [-1.0, -0.2, -0.2], [-0.1, -0.4, -0.9], [0.1, -0.9, 0.0], [-0.3, 0.0, -0.2], [-0.6, -0.5, 0.7], [-1.5, -0.5, -1.7], [-0.3, 0.2, 0.3], [1.5, -1.1, -1.3], [0.1, 0.1, -0.7], [0.7, 0.0, 0.3], [-0.7, 0.9, 1.0], [0.9, 0.1, -1.0], [0.1, 0.0, -0.5], [-0.8, -0.8, -1.4], [1.4, -1.3, 0.9], [0.1, 0.4, 0.2], [-0.3, -0.6, -0.1], [-1.1, 2.4, 0.1], [-0.6, 1.0, 0.2], [-1.1, 1.1, -0.4], [-0.4, 0.1, -0.1], [1.9, 0.2, 0.5], [-0.6, -0.2, 0.7], [-0.5, -0.2, 0.0], [0.0, 0.2, 0.3], [-0.4, 0.4, 1.1], [0.4, 0.4, 0.3], [0.1, -0.5, -0.9], [1.8, -1.0, 0.4], [-0.2, -0.2, -0.4], [0.8, -0.4, 0.0], [-0.1, -0.4, 0.5], [0.4, -0.7, 0.0], [-0.2, 0.3, 0.1], [-2.2, 0.1, 0.1], [0.0, -0.4, -0.7], [0.8, 0.1, -0.1], [-2.4, -0.8, 0.4], [0.2, -0.4, 0.1], [2.1, -1.0, 1.0], [-0.5, -1.2, -2.5], [0.1, 0.9, 2.1], [-0.4, -0.7, -0.1], [0.2, 0.2, 0.4], [-0.8, 2.4, 0.8], [0.4, 0.2, -0.7], [0.1, -0.1, 1.1], [-0.6, 1.2, -0.6], [1.1, -0.2, -0.7], [0.6, 1.3, 0.4], [-0.2, 0.5, -0.3], [-0.3, 0.1, -0.3], [-0.3, 0.6, -0.2], [0.0, 0.3, -1.0], [1.2, -0.8, 0.6], [-0.2, -0.4, -0.7], [-0.5, -0.6, -0.4], [0.6, -0.6, 0.8], [0.2, 0.1, 0.1], [-0.2, -0.2, -0.2], [0.8, 0.1, 0.7], [-0.5, -0.4, -0.5], [-0.5, -0.5, -0.2], [2.8, -0.5, 0.3], [0.7, 2.2, 0.5], [0.6, -1.5, 0.9], [-0.1, 0.7, -1.6], [0.3, -0.5, 0.2], [-1.4, -1.7, -0.7], [-1.2, 1.2, 1.3], [-0.9, 0.3, 0.1], [0.9, 0.0, 0.1], [1.0, -1.2, 0.9], [-0.2, 0.0, 0.0], [-1.2, 0.6, -0.3], [-0.9, 0.2, -0.9], [-1.0, -0.1, 0.3], [0.3, 0.1, -0.2], [-1.3, -1.0, -0.4], [0.9, -0.6, 0.3], [0.2, 0.1, 0.2], [0.3, 0.3, 0.3], [-0.1, 0.0, 0.1], [1.2, 0.1, -1.1], [-0.4, -0.2, -0.3], [-0.6, 1.2, -0.5], [0.7, -0.3, 0.5], [-0.8, 0.0, 0.1], [0.1, 0.6, -0.3], [-0.2, -0.1, -0.8], [1.7, -0.7, 0.7], [-1.0, 0.6, 0.4], [0.3, -1.5, -0.6], [-0.6, 0.8, -0.3], [0.0, 1.3, 0.5], [-0.9, -0.3, -1.0], [-2.0, 0.3, -0.4], [2.6, -0.3, 0.6], [-1.2, 1.4, 0.4], [0.2, -1.5, -1.8], [-0.3, 0.3, 0.3], [0.3, 0.8, 0.1], [0.0, -0.5, -0.1], [-0.3, 0.4, -0.1], [-0.8, -0.5, -0.6], [0.9, -0.2, 0.7], [0.5, -0.2, -0.2], [-0.4, -0.7, 0.3], [0.8, -0.6, 0.8], [0.8, 1.2, -0.3], [0.7, 0.0, 0.0], [-0.2, -0.5, 0.2], [-0.8, 0.4, 0.9], [-0.3, 0.4, 0.1], [0.2, 0.0, 0.0], [0.9, 2.9, 1.1], [-0.8, -1.3, -0.2], [-0.1, 0.8, 0.6], [-3.1, 0.4, -1.3], [0.9, 0.2, -0.1], [1.0, 0.1, 1.4], [0.1, 1.4, -1.6], [1.2, -0.3, -1.5], [1.4, -1.4, -0.3], [0.0, -1.6, -1.3], [0.0, -0.7, 1.1], [0.7, -0.9, -0.5], [-0.5, -1.1, 0.1], [-0.1, -0.4, -0.7], [-0.2, 0.4, -0.3], [-0.3, 0.4, 0.1], [-0.1, 0.8, 0.4], [-0.7, -0.9, 1.5], [-0.6, -0.1, -0.1], [0.4, -0.4, 0.3], [-0.4, -0.5, 0.8], [1.0, 1.1, 0.9], [0.0, 0.6, -0.4], [-0.3, 1.5, 0.4], [-0.3, -0.3, -0.9], [-0.1, -0.6, 0.4], [0.6, 0.2, 1.1], [1.5, 1.7, -0.7], [-2.8, 1.4, 1.0], [-1.0, 0.6, 0.4], [-0.7, 0.5, -1.8], [0.3, -0.6, 0.6], [-1.4, 0.0, -0.5], [0.2, -1.2, 0.0], [0.4, 0.0, 0.0], [0.9, -0.6, -0.4], [0.4, -0.9, 0.4], [1.6, 0.5, -0.5], [0.0, -1.0, 0.1], [0.5, 0.5, 0.6], [-0.2, -0.3, 0.3], [-0.4, -0.4, -0.4], [-1.1, -0.4, -0.6], [0.4, 0.1, 0.7], [0.4, -0.6, -0.3], [-0.9, -1.8, 1.4], [0.4, 0.5, -0.2], [-0.5, -0.4, -3.1], [-0.4, 0.2, 1.0], [0.1, -0.3, -0.5], [0.7, 1.0, 0.2], [-0.2, 0.5, 0.1], [-0.2, 0.1, -0.5], [1.1, 1.2, -1.5], [0.3, -0.4, 0.5], [-0.1, -0.3, 0.9], [0.8, 0.1, 0.1], [-0.8, 0.4, 2.0], [0.0, -0.5, -1.5], [-0.6, -0.5, -1.0], [0.5, 0.4, 2.2], [0.5, 0.8, -0.6], [-0.3, 0.2, 0.1], [0.8, 0.6, 0.7], [0.4, -0.3, 0.2], [0.2, 0.5, 1.0], [-0.5, 0.3, 0.1], [-0.6, 0.1, 0.1], [-0.3, -0.8, -0.1], [0.2, 0.0, -0.2], [0.0, 0.0, -0.1], [-0.8, -0.3, -0.3], [0.1, -0.7, -0.2], [0.3, 0.0, -0.3]], "lowdin_charge": [-0.07, -0.27, -0.15, 0.42, -0.20, -0.19, -0.29, -0.06, -0.19, -0.28, -0.08, 0.06, 0.07, 0.09, 0.14, 0.08, 0.11, 0.12, 0.09, 0.06, 0.07, 0.15, 0.12, 0.08, 0.10, 0.06, -0.08, -0.24, -0.16, 0.37, -0.21, -0.16, -0.25, -0.05, -0.18, -0.20, -0.02, 0.08, 0.09, 0.08, 0.11, 0.07, 0.13, 0.08, 0.08, 0.09, 0.04, 0.08, 0.05, 0.07, 0.06, 0.03, -0.06, -0.24, -0.19, 0.41, -0.21, -0.16, -0.26, -0.06, -0.21, -0.24, -0.05, 0.10, 0.07, 0.04, 0.09, 0.12, 0.13, 0.09, 0.08, 0.09, 0.09, 0.12, 0.08, 0.06, 0.07, 0.08, -0.05, -0.20, -0.16, 0.36, -0.26, -0.21, -0.20, -0.06, -0.17, -0.23, -0.07, 0.06, 0.05, 0.08, 0.05, 0.12, 0.12, 0.13, 0.07, 0.05, 0.06, 0.10, 0.10, 0.07, 0.08, 0.08, -0.08, -0.17, -0.19, 0.37, -0.23, -0.19, -0.29, -0.05, -0.20, -0.25, -0.06, 0.10, 0.09, 0.06, 0.11, 0.10, 0.12, 0.11, 0.08, 0.09, 0.05, 0.11, 0.13, 0.09, 0.09, 0.06, -0.06, -0.25, -0.18, 0.40, -0.23, -0.19, -0.21, -0.05, -0.19, -0.28, -0.07, 0.08, 0.07, 0.06, 0.07, 0.10, 0.11, 0.08, 0.09, 0.10, 0.08, 0.12, 0.07, 0.10, 0.08, 0.06, -0.09, -0.25, -0.17, 0.37, -0.23, -0.17, -0.24, -0.03, -0.14, -0.27, -0.09, 0.06, 0.10, 0.10, 0.12, 0.11, 0.12, 0.07, 0.04, 0.05, 0.10, 0.14, 0.12, 0.11, 0.10, 0.03, -0.11, -0.19, -0.15, -0.23, -0.20, -0.07, 0.10, 0.05, 0.08, 0.12, 0.08, 0.11, 0.15, 0.10, 0.07, 0.09, -0.13, -0.21, -0.15, -0.20, -0.17, -0.11, 0.08, 0.07, 0.10, 0.10, 0.13, 0.07, 0.12, 0.10, 0.08, 0.06, -0.09, -0.20, -0.17, -0.19, -0.20, -0.10, 0.10, 0.06, 0.08, 0.12, 0.10, 0.12, 0.11, 0.10, 0.09, 0.09]}